Below is one molecule with the formula C3H3F3S, with properties calculated with wB97M-V/def2-TZVPD.

Summary:
SMILES string: CC(=S)C(F)(F)F
ΔE to the lowest compared entry with this formula, charge and spin: 0.0 kcal/mol
LUMO level: -0.721 eV
net charge: 0
total energy: -22146.785 eV
spin multiplicity: 1
frontier orbital gap: 0.321 Eh
maximum force: 2.70 eV/A

Last column: Löwdin charge in e.
CARTESIAN COORDINATES (ANGSTROEM)
C 0.20 0.72 1.08  -0.088
C 0.60 -0.38 0.06  -0.700
S 1.89 -1.31 0.09  0.825
C -0.49 -0.47 -1.11  -0.701
F -0.85 0.75 -1.47  0.138
F -1.61 -1.08 -0.62  0.121
F -0.14 -1.05 -2.21  0.173
H 1.09 1.18 1.50  0.077
H -0.45 1.51 0.80  0.068
H -0.24 0.12 1.88  0.087